Molecular formula: BH3OS
Method: DFT, wB97M-V/def2-TZVPD

## Properties
HOMO, hartree: -0.3551
Energy relative to the best compared isomer or geometry (same formula, charge and spin), kJ/mol: 10.5
Structure (SMILES): OBS
Kohn-Sham gap, eV: 10.15

Cartesian coordinates (Å):
1 B -0.033 -0.204 0.231
2 O -0.766 0.655 0.898
3 S -0.100 0.178 -1.594
4 H 0.697 -0.927 0.818
5 H -0.704 0.935 1.760
6 H 0.905 -0.638 -2.113

Atoms 1-3, force components in eV/Å:
1.39 -0.05 -1.12
-1.88 0.79 -2.37
0.88 -1.10 0.10


Molecular formula: BH3S3
Method: DFT, wB97M-V/def2-TZVPD

## Properties
HOMO (spin up / spin down), hartree: -0.1906 / -0.3289
Energy relative to the best compared isomer or geometry (same formula, charge and spin), kJ/mol: 40.7
Kohn-Sham gap (spin up / spin down), eV: 5.40 / 4.75
Spin multiplicity: 3

Cartesian coordinates (Å):
1 B -0.243 0.080 0.221
2 S -2.241 -0.620 0.322
3 S -0.125 1.848 0.149
4 S 1.130 -1.061 0.158
5 H -1.774 -1.757 0.079
6 H 1.138 1.983 -0.352
7 H 2.114 -0.474 -0.576

Atoms 1-3, force components in eV/Å:
0.56 -0.17 1.04
-0.33 2.89 -0.12
-0.06 0.80 -0.11


Molecular formula: BH6MnO3P
Method: DFT, wB97M-V/def2-TZVPD

## Properties
Total charge: +2
HOMO (spin up / spin down), hartree: -0.6475 / -0.7061
Kohn-Sham gap (spin up / spin down), eV: 4.11 / 7.33
Spin multiplicity: 6

Cartesian coordinates (Å):
1 O 1.501 -1.350 -0.495
2 B 1.034 -0.018 -0.055
3 O 1.841 1.209 -0.377
4 O -0.202 0.220 0.761
5 P -1.636 -0.232 -0.117
6 H 1.347 -1.502 -1.474
7 H 1.970 1.629 0.539
8 H -2.456 0.733 0.614
9 H -0.961 0.039 -1.365
10 H -1.495 -1.568 0.469
11 H -2.771 -0.714 -0.878
12 Mn 1.829 1.554 2.379

Atoms 1-3, force components in eV/Å:
-2.46 4.04 -0.15
0.70 -1.56 -1.02
-0.98 -2.15 2.77


Electronic energy in Eh, matching the order above: -500.12168, -1221.08414, -1745.68617